(1)
Computed, not measured: the molecule C2H4OS3 in a non-equilibrium geometry, with ωB97M-V/def2-TZVPD.

Computed properties:
Gap between HOMO and LUMO (alpha / beta): 7.13 / 7.12 eV
Energy above the lowest of the compared OMol25 structures with the same formula, charge and spin: 3.047 eV

ORCA input file:
```
! RIJCOSX wB97M-V def2-TZVPD def2/J DEFGRID3
* xyz 0 1
S -1.145 0.275 -0.476
S 0.843 2.339 0.583
S -2.958 0.331 0.742
O -0.828 -1.105 -0.844
C 1.635 -0.356 0.047
C 0.755 0.808 0.106
H 2.671 0.027 0.223
H 1.368 -0.824 -0.845
H -3.644 -0.388 -0.212
H 1.304 -1.107 0.676
*
```

***

(2)
Computed, not measured: a cluster of 10 separate species, C48H112N4O22S6 in total in a non-equilibrium geometry, with ωB97M-V/def2-TZVPD.

Computed properties:
Gap between HOMO and LUMO: 8.43 eV
SMILES string: CC1(C)CCCC(C)(C)N1O.CC1(C)CCCC(C)(C)N1O.CC1(C)CCCC(C)(C)N1O.CCOS(C)(=O)=O.CCOS(C)(=O)=O.CCOS(C)(=O)=O.CCOS(C)(=O)=O.CCOS(C)(=O)=O.CCOS(C)(=O)=O.CN(C)C=O

ORCA input file:
```
! RIJCOSX wB97M-V def2-TZVPD def2/J DEFGRID3
* xyz 0 1
S 1.423 1.996 -2.151
S -2.519 1.732 4.666
S 1.014 3.839 1.634
S -0.358 -4.794 -2.447
S -2.862 6.825 0.628
S -1.638 4.617 -4.259
O 0.225 2.010 -1.379
O 2.731 -2.207 -3.472
O 1.150 1.706 -3.664
O -3.433 1.441 5.936
O -4.984 -1.017 3.069
O -2.868 5.421 -4.100
O -1.640 -4.540 -3.351
O 1.440 4.588 2.962
O 0.687 -3.774 -2.760
O -3.131 1.009 3.622
O -1.922 3.214 -3.731
O -1.126 1.600 5.070
O -0.405 3.560 1.621
O 2.209 3.194 -2.182
O -0.706 -4.981 -1.089
O 2.892 0.198 1.914
O -3.599 5.523 0.087
O -3.620 7.269 1.798
O -1.460 6.681 0.694
O -1.148 4.485 -5.627
O -2.139 -0.827 -1.183
O 1.858 2.642 1.423
N 3.756 -3.150 -3.549
N -0.679 -0.675 0.619
N -4.572 -1.635 1.847
N 4.134 -0.348 2.355
C 5.338 1.111 0.885
C -1.718 -0.285 -0.179
C -3.896 -2.923 2.107
C 4.799 -2.290 -1.477
C -3.509 4.464 1.111
C 3.342 -0.155 4.763
C 0.092 0.770 -5.570
C -3.033 2.598 -3.069
C 2.397 0.667 -1.582
C 5.088 -1.098 -3.623
C 2.982 -2.167 3.197
C 2.502 -4.512 -5.043
C 3.905 -1.029 3.653
C -3.472 -3.527 0.711
C -6.243 -0.123 0.831
C -3.789 0.063 6.231
C -2.612 -2.658 2.826
C -4.674 -3.545 -0.261
C 0.223 0.600 -4.038
C 5.037 2.034 3.179
C -5.761 -1.549 0.947
C 6.151 -3.484 -3.211
C 5.219 0.672 2.354
C -0.305 5.163 -3.169
C 5.016 -4.627 -5.036
C -2.300 -3.233 -3.446
C 6.473 -0.061 2.710
C 5.201 -1.673 4.097
C -4.775 -4.009 2.916
C 6.316 -4.041 -4.616
C -3.922 3.180 0.412
C 4.964 -2.508 -2.995
C 6.401 -0.749 4.083
C -7.029 -2.302 1.476
C -3.150 7.818 -0.752
C 0.553 4.299 4.173
C 3.782 -3.687 -4.918
C 0.155 -6.335 -3.180
C -5.274 -2.153 -0.460
C -4.045 2.080 -4.126
C 1.373 5.007 0.327
C -0.371 0.028 1.898
C 0.168 -1.807 0.259
C -4.893 -0.011 7.214
C -2.871 3.508 4.503
C 1.055 5.003 5.420
C -1.656 -2.568 -4.657
C 3.666 -2.687 -6.028
H 2.426 -5.135 -5.926
H -4.914 3.260 0.085
H -3.067 -4.545 0.996
H -4.061 -4.657 3.456
H 2.889 -1.998 -5.803
H -0.034 6.197 -3.417
H -5.148 -1.062 7.361
H 4.583 -3.293 -1.026
H 4.656 1.938 0.607
H 2.716 1.036 2.259
H -4.577 0.450 8.133
H -3.354 -3.384 -3.626
H 0.525 4.691 6.311
H 2.642 0.574 4.432
H -0.439 -0.144 -5.968
H -3.906 2.404 1.261
H 4.069 2.495 2.949
H -7.385 -1.796 2.318
H -4.557 -1.454 -0.793
H -0.404 4.740 3.878
H -6.867 -3.392 1.682
H 4.793 -5.513 -4.409
H -4.276 -0.378 3.279
H 3.403 -3.118 -6.932
H -5.840 0.436 6.918
H 4.230 0.319 5.211
H -4.110 -0.421 5.289
H -6.689 0.184 1.782
H 2.930 -2.890 4.000
H 0.108 -2.579 1.037
H -0.134 -2.147 -0.709
H -4.123 4.688 2.000
H -1.656 -1.500 -4.498
H 0.558 4.548 -3.367
H 6.419 0.068 4.865
H 7.362 -1.309 4.171
H 1.743 -3.724 -4.997
H -3.947 3.740 4.823
H -2.604 8.693 -0.412
H 6.394 1.436 0.714
H 1.831 -0.224 -1.653
H 2.287 5.483 0.417
H 0.285 3.280 4.144
H 3.360 -2.755 2.413
H 2.741 -0.581 5.565
H 7.045 -2.917 -2.806
H 5.128 0.253 0.298
H -0.432 -0.683 2.700
H -4.296 8.040 -0.735
H -0.603 -7.078 -2.951
H 5.091 -5.007 -6.045
H -2.214 -2.747 -2.464
H 3.191 0.563 -2.305
H 5.788 2.683 2.787
H 1.091 0.814 -5.943
H -3.557 3.410 -2.563
H 7.131 -4.724 -4.704
H 4.602 -2.184 -6.207
H -5.465 -3.493 3.642
H -2.370 4.353 1.331
H 5.480 -1.197 -4.619
H -2.706 1.806 -2.442
H -6.153 -2.321 -1.109
H 1.163 -1.390 0.238
H -2.193 0.618 0.261
H 5.857 -0.569 -3.050
H -2.153 3.860 5.187
H -3.621 1.216 -4.646
H -7.065 -0.035 0.104
H -5.003 1.809 -3.609
H -2.783 -2.232 3.908
H -2.886 -0.469 6.540
H -3.244 2.830 -0.395
H -5.320 -4.644 2.288
H 0.944 6.055 5.173
H 5.156 1.916 4.269
H -4.289 -3.919 -1.236
H -5.482 0.596 0.483
H 0.849 -0.264 -3.893
H -1.001 0.973 2.024
H 1.986 -1.856 2.908
H -0.711 0.690 -3.448
H -0.469 1.669 -5.888
H 6.018 -4.322 -2.513
H 1.469 4.351 -0.524
H -2.808 7.398 -1.625
H 2.152 4.934 5.472
H 1.960 -2.522 -2.947
H 5.391 -2.490 3.436
H 2.352 -5.186 -4.162
H 7.347 0.634 2.755
H -4.306 2.878 -4.844
H 1.154 -6.626 -2.782
H 5.670 -1.825 -1.049
H 0.142 -6.163 -4.251
H 0.484 5.676 0.295
H -0.601 5.082 -2.082
H -5.444 -4.349 -0.059
H 6.567 -3.240 -5.323
H 0.651 0.465 1.803
H -0.543 -2.713 -4.759
H 2.809 0.960 -0.557
H -2.669 3.793 3.479
H 5.022 -2.139 5.068
H 4.094 -0.687 -3.802
H -2.647 -2.966 0.225
H -2.105 -2.850 -5.585
H -7.783 -2.243 0.653
H -1.903 -3.486 2.805
H 6.778 -0.796 1.956
H -2.091 -1.874 2.360
H 3.887 -1.651 -1.195
*
```